(1)
{"formula": "C18H10AuClN3O8", "method": "ωB97M-V with the def2-TZVPD basis set", "orbital_gap_ev": [8.08, 5.15], "e_homo_ev": [-12.371, -12.991], "charge": 1, "multiplicity": 3, "max_force_ev_per_a": 1.2, "elements": ["Au", "Cl", "O", "O", "O", "O", "O", "O", "O", "O", "N", "N", "N", "C", "C", "C", "C", "C", "C", "C", "C", "C", "C", "C", "C", "C", "C", "C", "C", "C", "C", "H", "H", "H", "H", "H", "H", "H", "H", "H", "H"], "coordinates": [[-1.18, -1.66, 0.10], [2.51, 1.60, -4.20], [-1.47, -2.60, -1.71], [-0.03, -1.79, -5.89], [-1.31, -2.73, -3.90], [1.44, -2.97, 3.08], [-2.90, 0.11, 0.24], [1.47, -0.21, -6.22], [-3.97, 1.28, 1.83], [0.49, -2.69, 1.05], [1.12, 0.57, -2.06], [0.21, -0.40, -1.75], [-1.30, -1.03, 2.09], [1.57, 1.35, -1.02], [0.70, -0.46, -3.99], [2.51, 2.40, -1.19], [-0.48, -1.62, 2.95], [-2.42, 0.10, 3.85], [0.60, -2.53, 2.33], [0.74, -0.82, -5.48], [-0.58, -1.38, 4.31], [-1.57, -0.52, 4.76], [1.43, 0.56, -3.42], [-0.04, -1.03, -2.87], [2.42, 2.80, 1.19], [1.06, 1.05, 0.28], [-2.26, -0.18, 2.51], [1.49, 1.77, 1.35], [-3.08, 0.41, 1.41], [-1.02, -2.21, -2.83], [2.92, 3.11, -0.09], [-3.20, 0.77, 4.16], [1.11, 1.53, 2.34], [-1.67, -0.32, 5.82], [3.64, 3.91, -0.22], [0.11, -1.88, 4.97], [0.36, 0.24, 0.40], [2.90, 2.65, -2.15], [-0.58, -2.19, -5.16], [2.76, 3.37, 2.04], [-4.48, 1.63, 1.08]]}


(2)
{"formula": "C18H10BaBrCl4N3O3", "method": "ωB97M-V with the def2-TZVPD basis set", "e_above_lowest_kcal_mol": 11.83, "orbital_gap_ev": 5.79, "e_homo_ev": -1.385, "charge": -2, "multiplicity": 1, "max_force_ev_per_a": 1.7, "elements": ["Ba", "Br", "Cl", "Cl", "Cl", "Cl", "O", "O", "O", "N", "N", "N", "C", "C", "C", "C", "C", "C", "C", "C", "C", "C", "C", "C", "C", "C", "C", "C", "C", "C", "H", "H", "H", "H", "H", "H", "H", "H", "H", "H"], "coordinates": [[1.02, -0.13, -0.60], [2.64, -2.62, -1.42], [-5.03, 2.25, -3.85], [0.24, 2.79, -5.00], [-4.28, 0.27, -1.52], [-2.76, 3.51, -5.59], [-1.37, -0.25, -1.30], [0.58, 0.85, -2.81], [0.90, 1.12, 3.77], [1.92, -0.03, 1.99], [1.10, 2.32, 0.57], [0.71, -2.48, 1.91], [2.44, -1.07, 2.85], [2.26, -4.76, 1.99], [-1.04, 2.03, -4.07], [0.96, -4.82, 1.50], [0.23, -3.65, 1.48], [0.39, 3.05, -0.30], [-0.98, 3.18, -0.26], [-0.93, 1.86, 1.73], [-1.70, 0.54, -2.27], [-2.37, 2.39, -4.33], [-3.02, 0.92, -2.54], [-3.37, 1.83, -3.55], [2.76, -3.56, 2.44], [-0.65, 1.13, -3.07], [1.17, 0.87, 2.56], [-1.66, 2.55, 0.79], [0.47, 1.74, 1.57], [1.95, -2.42, 2.38], [3.54, -1.09, 2.83], [-2.74, 2.58, 0.83], [2.89, -5.65, 1.99], [3.78, -3.48, 2.79], [-1.51, 3.70, -1.04], [-0.78, -3.63, 1.09], [0.96, 3.48, -1.12], [0.54, -5.74, 1.12], [2.12, -0.94, 3.89], [-1.40, 1.37, 2.57]]}


(3)
{"formula": "C18H10BrF6IN4PPdSe", "method": "ωB97M-V with the def2-TZVPD basis set", "e_above_lowest_kcal_mol": 0.00, "orbital_gap_ev": [6.79, 4.68], "e_homo_ev": [-14.917, -14.894], "charge": 2, "multiplicity": 2, "max_force_ev_per_a": 0.6, "elements": ["I", "Pd", "Br", "Se", "P", "F", "F", "F", "F", "F", "F", "N", "N", "N", "N", "C", "C", "C", "C", "C", "C", "C", "C", "C", "C", "C", "C", "C", "C", "C", "C", "C", "C", "H", "H", "H", "H", "H", "H", "H", "H", "H", "H"], "coordinates": [[1.13, 0.71, 1.54], [-0.02, -0.88, -0.56], [2.49, 1.76, 4.31], [-4.94, 4.58, -2.19], [0.93, -3.64, -1.02], [-0.26, -3.12, -1.91], [1.60, -1.97, -1.25], [2.06, -3.80, 0.04], [1.76, -4.16, -2.21], [0.04, -2.68, 0.34], [0.17, -4.91, -0.59], [-0.12, 0.77, -1.66], [-3.29, 4.22, -2.75], [-1.81, -0.28, -0.05], [-5.00, 3.16, -1.13], [0.63, 2.36, -3.25], [-2.89, 3.16, -2.12], [-2.24, 0.84, -0.67], [3.20, 0.16, 3.63], [3.25, -1.47, 1.83], [-1.29, 1.42, -1.57], [-3.84, 2.56, -1.21], [-0.57, 3.04, -3.17], [4.76, -1.66, 3.69], [0.83, 1.22, -2.48], [2.72, -0.35, 2.43], [4.23, -0.51, 4.27], [-4.35, 0.68, 0.43], [-2.60, -0.93, 0.80], [-3.51, 1.36, -0.46], [-1.57, 2.57, -2.31], [4.28, -2.13, 2.48], [-3.89, -0.46, 1.06], [1.42, 2.69, -3.90], [-5.35, 1.06, 0.61], [5.56, -2.17, 4.19], [2.88, -1.82, 0.88], [4.63, -0.13, 5.20], [1.75, 0.65, -2.53], [-2.21, -1.82, 1.27], [-4.51, -1.01, 1.75], [4.71, -3.01, 2.03], [-0.75, 3.93, -3.76]]}


(4)
{"formula": "C18H10ClF7NO3RuTe", "method": "ωB97M-V with the def2-TZVPD basis set", "e_above_lowest_kcal_mol": 37.87, "orbital_gap_ev": [8.10, 5.75], "e_homo_ev": [-12.252, -12.260], "charge": 1, "multiplicity": 5, "max_force_ev_per_a": 4.8, "elements": ["Te", "Ru", "Cl", "F", "F", "F", "F", "F", "F", "F", "O", "O", "O", "N", "C", "C", "C", "C", "C", "C", "C", "C", "C", "C", "C", "C", "C", "C", "C", "C", "C", "C", "H", "H", "H", "H", "H", "H", "H", "H", "H", "H"], "coordinates": [[-1.94, -1.08, 0.71], [0.51, -0.22, -0.44], [-6.28, 0.45, -2.88], [0.00, -2.04, 0.89], [5.18, -0.96, -2.94], [-2.79, 0.24, 1.95], [-3.82, -1.35, 0.43], [-2.07, -2.13, 2.24], [-2.07, -2.64, -0.47], [5.33, 0.13, 1.59], [0.23, -1.82, -2.05], [-1.12, 1.60, -0.59], [-1.25, -0.28, -2.34], [1.09, 0.47, 1.39], [-4.64, 1.85, -1.28], [2.82, 0.39, 3.02], [3.16, -0.61, -1.82], [2.51, -0.28, -0.64], [-2.46, 0.32, -2.06], [5.28, -0.42, -0.67], [-4.77, 0.80, -2.22], [-2.26, 1.41, -1.11], [0.20, 0.76, 2.36], [1.89, 0.62, 4.02], [4.61, -0.10, 0.50], [3.22, -0.03, 0.54], [0.56, 0.82, 3.68], [2.40, 0.30, 1.70], [-0.88, -1.58, -2.47], [-3.66, 0.03, -2.61], [-3.43, 2.15, -0.74], [4.54, -0.66, -1.81], [2.62, -0.83, -2.73], [6.36, -0.49, -0.68], [-5.52, 2.40, -0.98], [-3.78, -0.78, -3.32], [-0.20, 1.01, 4.43], [3.87, 0.26, 3.27], [2.20, 0.65, 5.06], [-3.32, 2.94, 0.00], [-1.52, -2.28, -3.01], [-0.81, 1.01, 2.07]]}